Below is one molecule with the formula C16H17N3O5, with properties calculated with ωB97M-V with the def2-TZVPD basis set.

Summary:
Electronic energy, a.u.: -1160.45918
Lowest unoccupied orbital energy, eV: -0.808
HOMO-LUMO gap, eV: 8.5
Relative energy (zero: lowest compared OMol25 entry of this formula, charge and spin), kJ/mol: 79.1
SMILES: CC(C)c1ccccc1NC(=O)COC(=O)c1cc(=O)[nH]c(=O)[nH]1

XYZ file:
```
41
C16H17N3O5 | OMol25 | ωB97M-V with the def2-TZVPD basis set
C -5.0337 -1.6189 -0.6303
C -4.7777 -0.6604 0.5377
C -4.1142 -1.3927 1.7047
C -4.0379 0.5585 0.0334
C -4.8154 1.6047 -0.4635
C -4.2633 2.7727 -0.9485
C -2.8887 2.9369 -0.9390
C -2.0952 1.9147 -0.4613
C -2.6547 0.7292 0.0072
N -1.7360 -0.2578 0.4743
C -1.3898 -1.3488 -0.2297
O -1.8910 -1.7104 -1.2683
C -0.2562 -2.1641 0.4391
O 1.0281 -1.6244 0.1252
C 1.4552 -0.5789 0.8268
O 0.8273 -0.0387 1.7051
C 2.8217 -0.1527 0.4057
C 3.4437 0.8736 1.0255
C 4.7813 1.2756 0.6116
O 5.4333 2.1723 1.0864
N 5.2868 0.5040 -0.4339
C 4.6827 -0.5439 -1.0872
O 5.1965 -1.1580 -1.9838
N 3.4150 -0.8361 -0.6160
H -5.6254 -1.1288 -1.3999
H -5.5729 -2.4969 -0.2821
H -4.0936 -1.9351 -1.0736
H -5.7502 -0.2998 0.8949
H -4.8525 -2.0209 2.1991
H -3.7233 -0.6877 2.4351
H -3.3083 -2.0356 1.3628
H -5.8904 1.4929 -0.4595
H -4.9028 3.5571 -1.3240
H -2.4397 3.8485 -1.3023
H -1.0194 2.0206 -0.4478
H -1.1406 0.0203 1.2476
H -0.3914 -2.1883 1.5251
H -0.2555 -3.1717 0.0216
H 2.9699 1.4068 1.8317
H 6.2184 0.7438 -0.7568
H 2.9168 -1.5946 -1.0641
```